{
  "formula": "C7H8Br2N2O3",
  "method": "ωB97M-V with the def2-TZVPD basis set",
  "elements": ["Br", "Br", "O", "O", "O", "N", "N", "C", "C", "C", "C", "C", "C", "C", "H", "H", "H", "H", "H", "H", "H", "H"],
  "positions_angstrom": [[4.241360, 1.398631, 0.320569], [3.960973, -1.758855, 0.413073], [3.431393, 0.830810, -2.172403], [1.414500, 1.502706, 0.671556], [2.464432, -1.059656, -2.043945], [3.014412, -0.104676, -1.585493], [0.081316, 1.627080, 0.799259], [-0.428344, 0.465028, 0.477638], [1.667046, 0.244769, 0.278744], [-2.456954, 0.671932, -0.870942], [-1.914287, 0.257648, 0.495878], [0.538597, -0.476341, 0.166847], [3.144390, -0.105785, -0.085498], [-2.325454, -0.987390, 1.167869], [-2.295307, -0.269158, -1.569916], [-2.246406, 0.958748, 1.231279], [-3.585918, 0.806800, -0.812401], [-2.139846, -2.030955, 0.782581], [-1.933306, 1.581860, -1.208502], [0.559541, -1.528870, 0.058230], [-3.471420, -0.912533, 1.395209], [-1.720724, -1.111797, 2.090366]],
  "atomic_forces_ev_per_a": [[0.60, 0.04, 0.92], [-0.46, 0.03, 0.36], [0.38, 1.33, -1.47], [1.01, -0.52, -0.42], [-0.68, -1.13, -0.69], [0.37, -0.83, -0.19], [-1.08, -0.02, -0.13], [-1.68, 0.14, 0.66], [2.14, -0.46, 0.64], [-1.23, -2.43, -0.81], [1.02, 1.51, -0.29], [1.58, -0.03, 0.23], [-1.30, 1.58, 0.56], [-1.74, -2.85, 1.22], [-0.15, 2.18, 0.89], [-0.29, 1.12, 0.23], [1.42, 0.07, -0.19], [-0.29, 1.21, -0.81], [-0.46, -0.54, -0.12], [-0.54, -0.64, -0.52], [2.15, -0.36, -0.13], [-0.78, 0.60, 0.05]],
  "mulliken_charge": [-0.029, -0.003, -0.557, -0.120, -0.524, 0.934, -0.662, 0.261, -0.099, -1.192, 0.760, -0.278, 0.327, -1.456, 0.259, 0.236, 0.315, 0.298, 0.390, 0.436, 0.296, 0.408],
  "molar_mass_g_mol": 328.0,
  "total_charge": 0,
  "de_lowest_kcal_mol": 103.1,
  "lumo_energy_ev": -0.62,
  "orbital_gap_ev": 9.675,
  "max_force_ev_per_a": 3.6,
  "energy_ha": -5754.59365
}

{
  "formula": "C3H6N2O2",
  "method": "ωB97M-V with the def2-TZVPD basis set",
  "elements": ["O", "O", "N", "N", "C", "C", "C", "H", "H", "H", "H", "H", "H"],
  "positions_angstrom": [[-0.158019, -2.051352, -2.062061], [0.203116, 2.227214, 0.812619], [0.354686, 0.921386, 0.142467], [-0.734078, -1.252606, -1.320365], [-0.530538, -0.046378, 0.792159], [1.002579, 0.628918, -0.874075], [-0.373735, -1.358270, 0.108270], [-1.528360, 0.576429, 0.693261], [0.694304, -1.729228, 0.250108], [0.844984, 2.787399, 0.544239], [1.657381, 1.385126, -1.380116], [-0.294405, -0.107708, 1.832863], [-1.137916, -1.980930, 0.460632]],
  "atomic_forces_ev_per_a": [[-1.36, 1.61, 1.98], [-3.95, -3.44, 1.88], [0.71, 0.70, 0.31], [1.28, -1.51, -2.08], [-2.00, 3.04, -0.52], [1.65, 0.42, -1.44], [1.93, 0.35, -0.68], [1.28, -2.09, 0.28], [-1.58, 0.08, -0.18], [3.63, 2.48, -1.86], [-0.82, -0.18, 0.73], [0.15, -0.02, 0.69], [-0.91, -1.46, 0.90]],
  "mulliken_charge": [-0.311, -0.457, 0.271, -0.029, -0.415, -0.391, -0.503, 0.287, 0.300, 0.311, 0.171, 0.327, 0.439],
  "molar_mass_g_mol": 102.1,
  "total_charge": 0,
  "de_lowest_kcal_mol": 189.9,
  "lumo_energy_ev": [0.23, 0.23],
  "orbital_gap_ev": [8.862, 8.861],
  "max_force_ev_per_a": 5.6,
  "energy_ha": -377.65665
}

{
  "formula": "C12H32O4",
  "method": "ωB97M-V with the def2-TZVPD basis set",
  "elements": ["O", "O", "O", "O", "C", "C", "C", "C", "C", "C", "C", "C", "C", "C", "C", "C", "H", "H", "H", "H", "H", "H", "H", "H", "H", "H", "H", "H", "H", "H", "H", "H", "H", "H", "H", "H", "H", "H", "H", "H", "H", "H", "H", "H", "H", "H", "H", "H"],
  "positions_angstrom": [[-2.724365, -2.299736, 2.501345], [5.424735, -6.111536, 0.946845], [-1.638435, 0.466014, -0.713445], [1.399895, 7.541304, -0.045905], [-0.319505, 8.360794, -1.419645], [4.783865, -3.965146, 1.223165], [1.241505, 6.512054, -2.090715], [-1.450475, -0.679486, -2.829685], [-4.148695, -2.184436, 4.342885], [-0.890735, 0.441184, -1.924575], [0.626735, 0.187274, -1.768685], [1.037515, 7.811014, -1.321335], [4.298115, -5.295756, 0.822415], [3.464165, -5.301406, -0.470265], [-4.838685, -3.092066, 2.098845], [-4.071785, -2.076976, 2.829145], [1.168745, 1.096794, -1.509655], [4.148055, -3.090436, 1.360045], [1.814235, 8.456634, -1.731195], [3.878445, -4.919246, -1.403235], [-2.576605, 0.470934, -0.916955], [-4.554575, -3.072016, 1.046715], [3.660975, -5.734676, 1.590215], [1.086765, 6.622984, -3.163955], [-5.924635, -3.001096, 2.075855], [5.526345, -3.703246, 0.469355], [-0.679535, 8.566564, -2.427675], [5.395625, -3.955226, 2.125245], [-2.531785, -0.615306, -2.951215], [0.765785, -0.497466, -0.932095], [-4.193835, -3.248946, 4.572855], [0.991725, 6.705614, 0.192055], [2.148405, 5.941694, -1.889925], [-5.100845, -1.729156, 4.615325], [3.000485, -6.276566, -0.619135], [5.096665, -7.004686, 0.819295], [0.452645, 5.826224, -1.781785], [-4.691075, -4.079636, 2.535905], [-4.386765, -1.068276, 2.561925], [-1.021715, 7.654024, -0.977515], [-0.991805, -0.491656, -3.800475], [-2.421595, -1.649246, 1.863555], [-0.372885, 9.245124, -0.784645], [2.615715, -4.644456, -0.278855], [1.045985, -0.124086, -2.725435], [-1.159605, -1.667316, -2.472355], [-3.321775, -1.684396, 4.847145], [-1.061405, 1.357434, -2.489765]],
  "atomic_forces_ev_per_a": [[1.36, 0.21, -0.37], [0.99, -0.97, -1.17], [0.96, 0.16, 0.66], [0.55, 0.02, 2.97], [-1.35, 0.54, 0.27], [1.54, 1.96, 0.16], [-1.18, -0.71, -0.73], [0.54, 0.62, -0.03], [-0.98, -0.19, -0.43], [-0.56, -1.18, -1.29], [-0.86, 1.03, 0.83], [1.97, -1.16, -2.70], [-1.61, -0.23, 0.90], [-0.33, 0.03, 0.37], [-1.65, -1.15, -0.87], [0.62, 0.94, 1.08], [-0.12, 0.14, 0.16], [-0.68, -0.47, -0.42], [-0.19, 0.70, 0.13], [0.61, -0.23, 0.17], [0.04, 0.03, -0.22], [0.21, -0.26, 0.03], [-0.88, 0.52, 0.14], [0.23, 0.07, -0.11], [-0.17, 0.52, 0.34], [0.03, 0.34, -0.30], [0.24, 0.16, -0.02], [-0.18, -0.62, 0.25], [-0.05, -0.03, 0.08], [0.22, -0.38, -0.36], [0.21, 0.05, 0.45], [-0.03, -0.10, 0.33], [0.35, 0.67, 0.01], [-0.02, -0.07, 0.50], [0.26, -0.17, -0.24], [0.36, -0.29, -0.03], [-0.37, -0.21, 0.10], [0.45, -0.12, -0.23], [0.07, 0.20, -0.29], [-0.11, -0.21, 0.01], [-0.13, -0.38, -0.23], [0.04, -0.02, -0.09], [-0.11, 0.23, -0.25], [-0.10, 0.12, 0.17], [-0.10, -0.43, 0.23], [-0.09, -0.01, 0.03], [-0.10, -0.08, -0.15], [0.12, 0.40, 0.18]],
  "mulliken_charge": [-0.558, -0.544, -0.524, -0.543, -1.196, -1.367, -1.323, -1.370, -1.250, 0.531, -1.208, 0.456, 0.597, -1.160, -1.262, 0.561, 0.320, 0.354, 0.261, 0.314, 0.301, 0.287, 0.183, 0.366, 0.363, 0.340, 0.362, 0.324, 0.436, 0.323, 0.287, 0.359, 0.344, 0.348, 0.336, 0.319, 0.330, 0.303, 0.310, 0.282, 0.372, 0.297, 0.302, 0.305, 0.335, 0.293, 0.311, 0.194],
  "molar_mass_g_mol": 240.4,
  "total_charge": 0,
  "de_lowest_kcal_mol": 38.6,
  "lumo_energy_ev": 0.45,
  "orbital_gap_ev": 10.543,
  "max_force_ev_per_a": 3.5,
  "energy_ha": -777.29322,
  "smiles": "CC(C)O.CC(C)O.CC(C)O.CC(C)O"
}